Formula: C4H4ClN3
Source: the OMol25 dataset
Level of theory: ωB97M-V/def2-TZVPD

XYZ file:
```
12
Properties=species:S:1:pos:R:3
N -2.18503 -1.68006 -1.36019
C -1.45044 -0.84781 -0.90564
C -0.24549 -0.30653 -0.55700
N 0.95687 -0.72100 -1.09432
C 1.80220 -0.08203 -0.39666
C 1.23213 0.63350 0.65795
N -0.12138 0.50938 0.59308
H -2.79304 -1.97491 -2.12768
H 2.94013 -0.35714 -0.49043
H 1.86667 1.03680 1.43978
Cl -1.39016 2.33545 2.54622
H -0.61247 1.45436 1.69489
```

Output
Highest occupied orbital energy, hartree: -0.354
HOMO-LUMO gap, eV: 8.79
Strongest force on any atom, eV/A: 5.11
Structure (SMILES): N=C=C1N=CC=N1.Cl
LUMO, eV: -0.8492
Relative energy (zero: lowest compared OMol25 entry of this formula, charge and spin), eV: 3.2285

Löwdin atomic charge list, values in e, 5 entries: number 1, N, carries 0.271; number 2, C, carries 0.044; number 3, C, carries -0.363; number 4, N, carries 0.110; number 5, C, carries -0.208

***

Formula: C4H4ClNO2
Source: the OMol25 dataset
Level of theory: ωB97M-V/def2-TZVPD

XYZ file:
```
12
Properties=species:S:1:pos:R:3
O 1.51031 -2.08697 -1.12376
C 1.38667 -1.06817 -0.48899
N 0.18604 -0.48813 -0.11347
C -1.00358 -1.02759 -0.66960
O -2.10875 -0.56661 -0.53521
C 0.33030 0.77472 0.52198
C -0.73200 1.50505 0.85076
Cl -0.61096 3.01200 1.68396
H 2.24602 -0.45956 -0.17980
H -0.77671 -1.89371 -1.32767
H 1.30666 1.07361 0.73554
H -1.73400 1.22536 0.64627
```

Output
Highest occupied orbital energy, hartree: -0.349
HOMO-LUMO gap, eV: 9.82
Strongest force on any atom, eV/A: 2.83
Structure (SMILES): O=CN(C=O)/C=C/Cl
LUMO, eV: 0.3262
Relative energy (zero: lowest compared OMol25 entry of this formula, charge and spin), eV: 0.4625

Löwdin atomic charge list, values in e, 5 entries: number 1, O, carries 0.064; number 2, C, carries -0.278; number 3, N, carries -0.017; number 4, C, carries -0.214; number 5, O, carries 0.073

***

Formula: C4H4ClNOS
Source: the OMol25 dataset
Level of theory: ωB97M-V/def2-TZVPD

XYZ file:
```
12
Properties=species:S:1:pos:R:3
C 1.01591 0.69249 0.41027
C 1.29279 -0.39462 -0.55953
C -0.15027 1.23192 0.67117
C 0.39452 -1.36369 -0.87691
N -1.49881 0.44540 -0.61852
O -1.13056 -1.18837 1.32793
S -1.27614 -1.26385 -0.13037
Cl -2.96253 1.07482 -0.10352
H 1.82654 1.36578 0.86376
H 2.47205 -0.43946 -0.75063
H -0.60248 2.01107 1.30355
H 0.61898 -2.17149 -1.53719
```

Output
Highest occupied orbital energy, hartree: -0.339
HOMO-LUMO gap, eV: 8.69
Strongest force on any atom, eV/A: 4.22
LUMO, eV: -0.5366
Relative energy (zero: lowest compared OMol25 entry of this formula, charge and spin), eV: 5.6133

Löwdin atomic charge list, values in e, 5 entries: number 1, C, carries -0.191; number 2, C, carries -0.144; number 3, C, carries 0.043; number 4, C, carries -0.225; number 5, N, carries -0.740

***

Formula: C4H4ClOP
Source: the OMol25 dataset
Level of theory: ωB97M-V/def2-TZVPD

XYZ file:
```
11
Properties=species:S:1:pos:R:3
C 0.49211 0.24616 -0.86690
C 1.77720 -0.11202 -0.76380
C 0.12969 0.79908 0.44604
C 2.24326 0.25648 0.51705
O 1.22884 0.74076 1.19790
P -2.46197 -0.31873 0.71112
Cl -2.98058 -1.82585 -0.45662
H -0.01171 0.25650 -1.77186
H 2.33137 -0.42953 -1.55987
H -0.69988 1.43691 0.64172
H -2.04833 -1.04977 1.90520
```

Output
Highest occupied orbital energy (spin up / spin down), hartree: -0.282 / -0.317
2S+1: 3
HOMO-LUMO gap (spin up / spin down), eV: 8.48 / 6.93
Strongest force on any atom, eV/A: 5.39
LUMO (spin up / spin down), eV: 0.8225 / -1.6947
Relative energy (zero: lowest compared OMol25 entry of this formula, charge and spin), eV: 1.7896

Löwdin atomic charge list, values in e, 5 entries: number 1, C, carries -0.090; number 2, C, carries -0.116; number 3, C, carries -0.229; number 4, C, carries 0.071; number 5, O, carries -0.015

***

Number 1: total energy -779.191727 hartree. Number 2: total energy -820.231252 hartree. Number 3: total energy -1142.980945 hartree. Number 4: total energy -1031.405210 hartree.